1.
The following is a DFT calculation (ωB97M-V/def2-TZVPD) of a 2-piece molecular cluster, C6H14NO overall at a distorted geometry.

Last column: Mulliken charge in e.
Geometry (Å):
C -1.053 -1.891 -0.533  -0.385
C 1.199 1.023 0.771  -1.475
C -0.689 1.514 -1.132  -1.158
C 1.008 -1.534 -1.556  -1.070
C -1.107 0.480 2.286  -0.825
C -0.191 0.900 0.123  1.154
N -0.129 -1.119 -0.779  -0.040
O -1.228 0.728 0.934  -0.287
H -1.746 -1.600 0.126  0.346
H -1.113 -2.965 -0.838  0.245
H 2.012 0.955 0.188  0.479
H 1.381 0.368 1.604  0.431
H 1.203 2.005 1.169  0.433
H -0.126 1.389 -2.014  0.388
H -0.615 2.622 -0.958  0.345
H -1.791 1.187 -1.355  0.313
H 0.749 -2.469 -2.017  0.317
H 1.924 -1.694 -1.050  0.382
H 1.376 -0.906 -2.297  0.390
H -2.204 0.333 2.561  0.284
H -0.811 1.261 3.021  0.309
H -0.615 -0.463 2.423  0.424

Summary:
Relative energy (zero: lowest compared OMol25 entry of this formula, charge and spin)   66.5 kcal/mol
Total charge   +1
Calculated total energy   -366.6613 a.u.



2.
The following is a DFT calculation (ωB97M-V/def2-TZVPD) of C6H14NO2 as an isolated structure at a distorted geometry.

Last column: Mulliken charge in e.
Geometry (Å):
C -1.508 1.035 0.584  -0.733
O -2.780 0.532 0.136  -0.778
C -0.720 -0.291 0.797  0.337
C 0.806 -0.100 0.804  -0.999
C 1.538 -0.111 -0.507  1.049
C 0.966 0.012 -1.700  -1.256
C 3.031 -0.252 -0.311  -1.513
N -1.168 -1.069 1.937  -0.820
H -1.762 1.539 1.526  0.334
H -1.092 1.731 -0.151  0.297
H -0.956 -0.886 -0.080  0.313
H 1.197 -1.024 1.296  0.394
H 1.038 0.539 1.671  0.340
H 1.568 -0.103 -2.597  0.306
H -0.122 -0.009 -1.777  0.454
H 3.363 -1.223 -0.692  0.296
H 3.330 0.004 0.698  0.333
H 3.577 0.409 -0.996  0.407
H -0.844 -0.659 2.805  0.243
H -2.168 -1.015 1.962  0.287
H -2.418 0.931 -2.294  0.224
H -2.601 0.022 -0.949  0.416
O -2.274 -0.012 -2.161  -0.931

Summary:
Relative energy (zero: lowest compared OMol25 entry of this formula, charge and spin)   50.1 kcal/mol
Total charge   -1
Calculated total energy   -442.2138 a.u.



3.
The following is a DFT calculation (ωB97M-V/def2-TZVPD) of a 2-piece molecular cluster, C6H14NO2SSi overall at a distorted geometry.

Last column: Mulliken charge in e.
Geometry (Å):
C -1.389 2.275 -0.022  0.262
C -1.276 3.622 -0.691  -0.347
C -1.917 1.729 -1.383  0.118
C -0.009 -2.859 -0.462  -1.062
C 2.856 -1.940 0.648  -1.032
C 0.318 -1.218 2.246  -0.982
N -1.566 2.999 -1.976  -0.338
O -1.108 1.770 1.007  -0.375
O 0.822 -0.196 -0.466  -0.441
Si 0.983 -1.543 0.476  0.449
S -1.158 0.271 -2.018  0.303
H -1.992 4.369 -0.336  0.310
H -0.270 4.048 -0.640  0.244
H -2.993 1.522 -1.299  0.373
H -1.079 -2.734 -0.307  0.326
H 0.182 -2.781 -1.529  0.338
H 0.259 -3.862 -0.142  0.345
H 3.446 -1.044 0.817  0.341
H 3.010 -2.615 1.482  0.327
H 3.213 -2.421 -0.257  0.309
H 0.199 -2.150 2.785  0.385
H 0.998 -0.584 2.806  0.300
H -0.645 -0.719 2.189  0.295
H -2.177 3.443 -2.646  0.269
H 1.291 0.619 -0.281  0.281

Summary:
Relative energy (zero: lowest compared OMol25 entry of this formula, charge and spin)   27.4 kcal/mol
Total charge   +1
Calculated total energy   -1129.6043 a.u.



4.
The following is a DFT calculation (ωB97M-V/def2-TZVPD) of the molecule C6H14NO4PS.

Last column: Mulliken charge in e.
Geometry (Å):
N -2.312 1.506 -1.973  -0.498
C -1.579 1.000 -3.132  -0.789
C -0.947 -0.348 -2.800  -0.541
C 0.301 -0.203 -1.922  -0.656
C 0.403 -1.277 -0.826  -0.602
C 1.378 -0.870 0.239  0.506
O 2.524 -1.216 0.322  -0.587
O 0.804 -0.006 1.115  -0.216
C 1.571 0.365 2.254  -0.634
P 0.475 0.292 3.708  0.646
O 1.587 0.180 4.871  -0.476
O -0.169 -1.186 3.663  -0.517
S -0.813 1.679 3.870  -0.395
H -2.416 2.511 -2.002  0.205
H -3.238 1.102 -1.927  0.194
H -0.799 1.724 -3.378  0.402
H -2.206 0.900 -4.026  0.368
H -1.699 -0.947 -2.279  0.334
H -0.710 -0.873 -3.727  0.398
H 0.316 0.789 -1.467  0.398
H 1.185 -0.294 -2.555  0.294
H -0.578 -1.435 -0.379  0.400
H 0.774 -2.210 -1.246  0.341
H 1.923 1.392 2.152  0.307
H 2.433 -0.290 2.380  0.428
H 1.304 -0.411 5.578  0.331
H 0.487 -1.874 3.488  0.356

Summary:
Structure (SMILES)   NCCCCC(=O)OCP(O)(O)=S
Relative energy (zero: lowest compared OMol25 entry of this formula, charge and spin)   0.0 kcal/mol
Total charge   0
Calculated total energy   -1332.3637 a.u.



5.
The following is a DFT calculation (ωB97M-V/def2-TZVPD) of the molecule C6H14NO7P at a distorted geometry.

Last column: Mulliken charge in e.
Geometry (Å):
C 4.903 0.245 0.125  -0.687
O 4.187 -0.750 -0.595  -0.422
C 2.941 -0.300 -1.068  -0.660
C 1.844 -0.346 0.005  -0.530
C 0.586 -1.100 -0.448  -0.689
C -0.582 -0.685 0.418  -0.374
O -1.709 -1.542 0.179  -0.239
P -3.120 -1.254 0.867  0.817
O -3.852 -2.477 1.164  -0.698
O -2.842 -0.312 2.119  -0.439
O -3.902 -0.295 -0.132  -0.314
C -3.373 0.971 -0.423  -0.220
O -4.497 1.800 -0.631  -0.208
N -4.096 3.018 -1.305  0.228
O -3.548 3.740 -0.588  -0.218
H 4.231 0.985 0.556  0.318
H 5.436 -0.250 0.928  0.254
H 5.604 0.738 -0.546  0.276
H 2.652 -0.950 -1.890  0.416
H 3.027 0.713 -1.466  0.321
H 1.525 0.666 0.264  0.444
H 2.212 -0.804 0.919  0.330
H 0.385 -0.871 -1.493  0.386
H 0.738 -2.174 -0.369  0.304
H -0.257 -0.742 1.458  0.323
H -0.802 0.359 0.203  0.248
H -2.158 -0.687 2.680  0.342
H -2.758 0.934 -1.326  0.318
H -2.775 1.373 0.396  0.372

Summary:
Structure (SMILES)   COCCCCO[P@@](=O)(O)OCON=O
Relative energy (zero: lowest compared OMol25 entry of this formula, charge and spin)   107.1 kcal/mol
Total charge   0
Calculated total energy   -1159.7750 a.u.



6.
The following is a DFT calculation (ωB97M-V/def2-TZVPD) of a 2-piece molecular cluster, C6H14NP overall at a distorted geometry.

Last column: Mulliken charge in e.
Geometry (Å):
C -0.973 1.202 1.254  -1.295
C -0.843 0.102 0.491  1.425
C -1.372 -1.223 0.971  -1.641
C -0.067 1.324 -1.645  -1.616
C 2.003 -1.554 0.122  -0.841
C -0.151 0.121 -0.764  0.040
N 1.831 -0.191 -0.318  -0.206
P 2.352 0.981 0.734  -0.049
H -0.697 2.181 0.908  0.338
H -1.473 1.154 2.207  0.329
H -1.039 -1.440 1.984  0.354
H -2.462 -1.196 0.980  0.414
H -1.062 -2.036 0.319  0.380
H 0.056 2.247 -1.089  0.279
H 0.770 1.214 -2.331  0.403
H -0.983 1.396 -2.233  0.395
H 3.036 -1.686 0.454  0.377
H 1.356 -1.838 0.958  0.266
H 1.821 -2.225 -0.718  0.264
H -0.227 -0.799 -1.336  0.393
H 1.242 1.190 1.606  0.023
H 2.021 2.074 -0.067  -0.032

Summary:
Relative energy (zero: lowest compared OMol25 entry of this formula, charge and spin)   21.1 kcal/mol
Total charge   0
Calculated total energy   -633.0128 a.u.



7.
The following is a DFT calculation (ωB97M-V/def2-TZVPD) of an isolated ion of composition C6H14NS and charge -1 at a distorted geometry.

Last column: Mulliken charge in e.
Geometry (Å):
C -0.145 1.465 -2.919  -1.219
C -0.159 0.815 -1.533  0.087
C -0.820 -0.553 -1.394  -1.002
N -0.236 -1.416 -0.374  -0.345
C -0.364 -0.899 1.008  -0.703
C 0.977 -0.664 1.742  -0.378
C 0.659 -0.036 3.115  -0.889
S 0.439 1.791 2.982  -0.696
H 0.750 1.141 -3.460  0.273
H -0.956 0.971 -3.474  0.297
H -0.318 2.532 -2.969  0.346
H -0.681 1.524 -0.885  0.271
H 0.813 0.789 -1.031  0.208
H -1.086 -1.127 -2.287  0.461
H -1.846 -0.434 -0.998  0.331
H 0.740 -1.657 -0.471  0.280
H -1.025 -0.036 1.087  0.293
H -0.876 -1.722 1.541  0.241
H 1.648 -0.037 1.168  0.245
H 1.339 -1.695 1.860  0.322
H -0.297 -0.424 3.476  0.261
H 1.444 -0.328 3.815  0.313

Summary:
Structure (SMILES)   CCCNCCC[S-]
Relative energy (zero: lowest compared OMol25 entry of this formula, charge and spin)   18.8 kcal/mol
Total charge   -1
Calculated total energy   -689.9453 a.u.



8.
The following is a DFT calculation (ωB97M-V/def2-TZVPD) of a 3-piece molecular cluster, C6H14NS overall at a distorted geometry.

Last column: Mulliken spin population.
Geometry (Å):
C -1.804 0.462 -0.750  0.003
N -0.559 0.460 -1.069  0.004
C 0.489 -0.140 -0.290  0.029
C 1.665 0.827 -0.039  -0.055
S 3.087 0.021 0.733  0.994
C 0.811 -1.530 -0.841  -0.014
C -2.581 0.573 0.444  0.001
C -4.039 0.190 0.434  0.000
H -2.083 -1.382 -0.057  -0.005
H -2.466 0.684 -1.643  0.001
H -0.338 -1.431 2.551  0.004
H 0.035 -0.321 0.694  -0.008
H 1.172 1.677 0.484  0.001
H 2.079 1.256 -0.962  0.042
H 1.320 -2.091 -0.080  0.004
H 1.539 -1.333 -1.631  0.001
H -0.172 -1.859 -1.201  0.000
H -0.976 -1.088 2.400  -0.003
H -2.257 1.275 1.190  0.000
H -4.493 0.717 -0.419  0.000
H -4.305 -0.858 0.372  0.000
H -4.427 0.558 1.394  0.000

Summary:
⟨S²⟩   0.7528
Relative energy (zero: lowest compared OMol25 entry of this formula, charge and spin)   142.3 kcal/mol
Total charge   0
Calculated total energy   -689.6505 a.u.
Spin multiplicity   2



Question: The lowest calculated total energy belongs to which entry?
Answer: C6H14NO4PS